Formula: C29H52MnP2Si
Source: the OMol25 dataset
Level of theory: the ωB97M-V functional and the def2-TZVPD basis

Each line ends with the Löwdin spin population.
Positions of all 85 atoms, in Å:
Mn  -0.600  0.308  0.870  2.852
P  0.904  0.852  -0.824  0.038
P  -0.845  -1.821  -0.290  -0.027
Si  4.247  -1.809  0.936  0.017
C  3.985  -3.671  0.931  0.001
C  0.059  -0.599  3.074  -0.018
C  5.406  -1.355  -0.470  0.008
C  2.119  2.092  -1.172  0.005
C  -3.854  1.923  -3.128  0.000
C  -1.373  1.340  -4.723  0.000
C  -1.363  -0.577  2.863  -0.054
C  -3.141  1.320  2.650  0.012
C  -3.075  3.257  -3.102  0.000
C  0.587  -0.259  -2.237  -0.008
C  -0.671  1.822  -0.499  0.064
C  0.898  -1.766  3.463  0.001
C  -0.503  3.083  2.783  -0.013
C  -2.617  -2.266  -0.406  0.004
C  2.609  -0.946  0.727  0.130
C  4.998  -1.275  2.575  0.002
C  -0.845  2.221  -3.624  -0.001
C  -3.259  0.805  -2.306  0.001
C  -1.756  0.792  2.618  0.032
C  -0.553  1.599  2.691  -0.065
C  -1.997  -0.033  -4.305  0.000
C  0.087  -1.680  -1.900  -0.009
C  1.948  1.147  3.270  0.004
C  1.598  -0.266  0.399  -0.003
C  0.550  0.730  2.975  0.014
C  -2.300  -1.692  3.163  -0.009
C  -0.030  -3.260  0.475  -0.001
C  -2.496  -0.138  -2.891  0.001
C  -1.594  3.128  -2.955  0.000
H  -0.150  0.265  -2.855  0.000
H  0.949  -2.365  -1.833  0.000
H  -1.521  1.633  0.246  0.021
H  -0.554  -3.545  1.397  0.000
H  -2.438  -1.144  -2.484  0.000
H  -2.799  -2.946  -1.249  0.000
H  -3.850  0.592  2.246  0.001
H  4.952  -4.186  1.029  0.000
H  1.422  -1.573  4.412  -0.001
H  -2.914  -2.756  0.532  0.000
H  -1.131  3.869  -2.298  0.000
H  -1.918  -2.664  2.826  -0.001
H  -1.243  1.734  -1.420  0.003
H  -3.645  0.712  -1.285  0.001
H  -3.279  -1.531  2.701  0.000
H  1.525  -0.306  -2.811  -0.001
H  1.009  -2.986  0.707  0.001
H  0.335  3.497  2.205  -0.002
H  -2.808  -0.258  -5.023  0.000
H  4.381  -1.597  3.425  0.000
H  -3.325  3.812  -4.021  0.000
H  -0.567  -2.046  -2.705  -0.001
H  -0.368  3.399  3.830  -0.005
H  2.089  2.223  3.138  0.000
H  3.524  -4.002  -0.011  0.000
H  2.156  2.292  -2.249  0.000
H  0.315  -2.686  3.578  0.000
H  -2.113  1.883  -5.331  0.000
H  1.884  3.010  -0.618  0.000
H  2.645  0.636  2.598  0.001
H  -1.426  3.543  2.412  0.000
H  6.319  -1.967  -0.444  0.001
H  -1.244  -0.818  -4.475  0.000
H  5.999  -1.714  2.697  0.000
H  -0.396  2.869  -0.347  0.000
H  -3.226  -1.357  -0.527  0.001
H  3.079  1.694  -0.825  0.001
H  0.248  2.215  -3.502  0.000
H  -2.463  -1.769  4.250  -0.004
H  1.674  -1.943  2.702  0.001
H  2.232  0.892  4.300  0.001
H  -4.875  2.117  -2.760  0.000
H  -0.049  -4.102  -0.235  -0.001
H  -3.443  1.551  3.681  0.003
H  5.099  -0.181  2.618  0.000
H  4.913  -1.520  -1.439  0.000
H  -3.232  2.240  2.063  0.001
H  -3.465  3.852  -2.265  0.000
H  3.344  -3.994  1.763  0.000
H  -0.523  1.106  -5.388  0.000
H  5.702  -0.298  -0.411  0.000
H  -3.953  1.612  -4.181  0.000

- net charge = +2
- 2S+1 = 4
- orbital gap (alpha / beta) (eV) = 6.9 / 7.0
- HOMO (alpha / beta) (eV) = -12.92 / -13.75

Formula: ClI2P
Source: the OMol25 dataset
Level of theory: the ωB97M-V functional and the def2-TZVPD basis

Each line ends with the natural charge from an NBO analysis.
Positions of all 4 atoms, in Å:
I  -0.149  -0.065  1.888  0.045
I  -1.915  -1.578  4.089  -0.130
Cl  0.890  -0.372  -1.582  -0.306
P  -0.061  0.998  -0.237  0.390

- ΔE to the lowest compared entry with this formula, charge and spin (kcal per mole) = 41.2
- orbital gap (alpha / beta) (eV) = 7.6 / 5.7
- HOMO (alpha / beta) (eV) = -9.69 / -8.90

Formula: C16H46O10
Source: the OMol25 dataset
Level of theory: the ωB97M-V functional and the def2-TZVPD basis

Each line ends with the Löwdin spin population.
Positions of all 72 atoms, in Å:
O  -3.134  -2.230  -1.268  0.016
O  -2.967  1.755  -4.713  0.003
O  1.935  -3.352  -3.421  0.005
O  0.240  -2.269  4.348  0.061
O  3.180  0.674  -3.381  0.001
O  5.556  0.551  1.837  0.003
O  -4.704  3.495  -0.025  0.003
O  2.821  4.608  5.432  0.000
O  -0.191  0.513  -6.083  0.001
O  0.355  1.343  1.167  0.029
C  2.017  4.070  4.732  0.002
C  0.030  -3.656  4.510  0.111
C  -2.811  -3.537  0.788  0.091
C  0.490  4.173  4.970  0.010
C  0.632  -0.946  0.702  0.042
C  4.113  0.518  1.665  0.011
C  -3.086  0.521  -4.099  0.005
C  0.804  1.004  -5.179  0.002
C  -0.669  0.708  -0.996  0.013
C  2.452  3.181  3.636  0.004
C  3.100  -0.196  -2.263  0.006
C  0.114  0.426  0.336  0.044
C  -3.311  -2.314  -0.027  0.035
C  -4.089  -1.186  0.749  0.074
C  -3.904  2.708  0.931  0.029
C  2.265  -4.295  -2.413  0.033
H  0.087  4.564  5.904  0.001
H  -1.118  1.701  -0.961  0.003
H  -1.522  0.031  -1.043  0.003
H  1.710  0.678  -5.689  0.000
H  -1.966  -4.024  0.300  0.022
H  -4.127  1.641  0.931  0.004
H  0.881  2.091  -5.142  0.000
H  -4.163  4.133  -0.496  0.002
H  2.654  2.207  4.082  0.002
H  -0.532  -1.818  3.998  0.065
H  1.540  -3.882  -4.117  0.002
H  -2.346  -3.136  1.689  0.042
H  3.280  -4.690  -2.460  0.003
H  -3.484  -0.239  -4.771  0.001
H  0.170  -4.016  3.491  0.024
H  0.945  -1.553  -0.148  0.005
H  2.103  -3.790  -1.461  0.011
H  3.447  0.789  2.484  0.001
H  0.937  0.448  -4.251  0.000
H  2.255  -0.875  -2.379  0.002
H  -0.207  0.645  -1.982  0.001
H  -3.823  0.670  -3.309  0.002
H  0.077  -1.637  1.337  0.028
H  -2.103  0.199  -3.756  0.001
H  -0.025  3.224  4.818  0.011
H  3.396  3.391  3.133  0.000
H  -3.378  -0.569  1.297  0.031
H  3.983  -0.808  -2.081  0.003
H  5.847  0.260  0.969  0.001
H  -0.913  -3.888  5.005  0.021
H  -3.681  2.347  -4.468  0.001
H  -4.739  -1.733  1.432  0.018
H  0.885  -4.141  4.981  0.005
H  -1.052  0.787  -5.759  0.000
H  3.722  -0.408  1.244  0.003
H  1.652  3.116  2.898  0.001
H  -4.627  -0.582  0.018  0.004
H  -4.366  3.085  1.844  0.006
H  1.573  -5.135  -2.359  0.007
H  0.202  4.894  4.205  0.001
H  2.991  0.415  -1.367  0.001
H  1.575  -0.855  1.241  0.004
H  -2.854  2.981  0.823  0.004
H  3.583  0.213  -4.120  0.000
H  3.848  1.237  0.889  0.001
H  -3.557  -4.232  1.174  0.015

- net charge = -1
- 2S+1 = 2
- orbital gap (alpha / beta) (eV) = 2.0 / 9.3
- HOMO (alpha / beta) (eV) = 0.28 / -7.15